[1]
{"formula": "C16H30N3O2", "method": "wB97M-V/def2-TZVPD", "total_charge": 1, "e_lumo_ev": -4.4, "de_lowest_kcal_mol": 31.3, "species": ["C", "C", "C", "C", "C", "C", "C", "C", "C", "C", "C", "O", "C", "C", "C", "N", "N", "H", "H", "H", "H", "H", "H", "H", "H", "H", "H", "H", "H", "H", "H", "H", "H", "H", "H", "H", "H", "H", "H", "H", "H", "H", "O", "C", "N", "C", "H", "H", "H", "H", "H"], "coordinates": [[3.298, -1.324, 1.197], [3.652, 0.154, 1.021], [2.543, 1.098, 1.481], [1.344, 1.077, 0.522], [0.439, 2.291, 0.712], [-0.635, 2.570, -0.370], [-0.871, 1.501, -1.456], [-1.812, 0.420, -1.004], [-3.203, 0.502, -1.304], [-4.066, -0.446, -0.866], [-3.531, -1.498, -0.107], [-4.171, -2.542, 0.372], [-5.449, -2.320, 1.051], [-5.317, -1.552, 2.360], [-3.975, -1.716, 3.075], [-2.216, -1.497, 0.102], [-1.341, -0.594, -0.318], [2.389, -1.591, 0.653], [4.099, -1.957, 0.808], [3.168, -1.579, 2.251], [3.829, 0.341, -0.039], [4.562, 0.356, 1.590], [2.921, 2.119, 1.577], [2.199, 0.777, 2.472], [1.742, 1.052, -0.497], [0.787, 0.158, 0.706], [-0.037, 2.238, 1.694], [1.097, 3.163, 0.741], [-0.408, 3.513, -0.867], [-1.601, 2.732, 0.122], [-1.360, 1.994, -2.300], [0.055, 1.073, -1.838], [-3.557, 1.334, -1.899], [-5.122, -0.423, -1.093], [-5.824, -3.327, 1.213], [-6.124, -1.825, 0.352], [-6.104, -1.946, 3.008], [-5.556, -0.496, 2.215], [-4.083, -1.491, 4.133], [-3.581, -2.727, 2.960], [-3.224, -1.022, 2.687], [-1.819, -2.270, 0.626], [3.866, 1.314, -2.324], [4.727, 0.724, -2.953], [4.667, 0.596, -4.303], [5.925, 0.098, -2.279], [5.375, 0.123, -4.832], [3.893, 1.016, -4.787], [5.575, -0.636, -1.555], [6.465, 0.874, -1.741], [6.602, -0.388, -2.979]], "forces_ev_per_angstrom": [[0.134, 0.034, -0.063], [-0.219, -0.229, 0.106], [-0.231, -0.228, 0.018], [0.196, 0.055, 0.189], [0.149, 0.059, -0.105], [-0.203, -0.113, 0.237], [-0.169, 0.086, -0.177], [0.149, -0.043, 0.012], [0.228, 0.258, -0.027], [-0.264, -0.103, 0.185], [0.079, -0.234, 0.026], [0.240, 0.199, 0.165], [-0.293, -0.049, -0.211], [-0.116, -0.045, 0.172], [0.090, 0.112, -0.200], [-0.241, -0.007, -0.128], [0.006, 0.078, -0.175], [-0.028, 0.017, 0.047], [-0.029, -0.006, 0.033], [-0.083, 0.007, -0.013], [0.266, 0.151, 0.036], [0.053, 0.072, -0.151], [0.050, -0.044, -0.039], [0.070, 0.207, 0.068], [-0.068, -0.014, -0.018], [-0.008, -0.012, -0.265], [0.015, -0.016, 0.008], [-0.107, 0.030, 0.086], [0.061, -0.113, -0.105], [0.040, 0.124, -0.017], [0.078, -0.027, -0.016], [0.014, -0.052, 0.166], [0.006, -0.024, 0.004], [0.024, 0.007, 0.013], [0.169, -0.016, -0.031], [-0.032, -0.046, 0.046], [-0.032, 0.077, -0.061], [0.129, -0.004, -0.027], [0.024, -0.073, 0.011], [-0.066, -0.018, 0.169], [-0.031, -0.047, 0.002], [0.026, -0.002, 0.035], [-0.118, -0.041, -0.010], [0.074, 0.030, 0.023], [-0.069, -0.012, 0.000], [0.017, -0.032, -0.093], [0.028, 0.007, 0.020], [0.015, 0.015, -0.015], [-0.003, 0.020, 0.030], [-0.021, 0.003, 0.033], [0.006, -0.002, 0.009]]}

---

[2]
{"formula": "C17H23FeN6O3", "method": "wB97M-V/def2-TZVPD", "total_charge": 2, "spin_multiplicity": 6, "e_lumo_ev": [-8.3, -8.8], "species": ["Fe", "C", "N", "C", "C", "C", "C", "C", "C", "C", "N", "C", "C", "C", "C", "C", "C", "N", "C", "C", "H", "H", "H", "H", "H", "H", "H", "H", "H", "H", "H", "H", "H", "H", "H", "H", "H", "H", "H", "H", "N", "N", "C", "O", "O", "H", "H", "H", "O", "N"], "coordinates": [[-1.297, -0.502, 0.589], [0.900, -2.276, 1.401], [0.749, -0.955, 2.001], [0.400, -1.014, 3.408], [1.690, 0.025, 1.621], [2.641, 0.524, 2.503], [3.546, 1.498, 2.106], [3.467, 2.048, 0.832], [2.538, 1.569, -0.069], [1.672, 0.512, 0.273], [0.722, 0.003, -0.548], [0.781, -0.065, -1.887], [1.959, 0.121, -2.657], [1.909, 0.129, -4.030], [0.702, -0.090, -4.686], [-0.446, -0.384, -3.956], [-0.424, -0.402, -2.577], [-1.576, -0.781, -1.802], [-1.794, -2.227, -1.860], [-2.778, -0.017, -2.115], [1.672, -2.846, 1.929], [1.198, -2.196, 0.357], [-0.033, -2.840, 1.485], [1.161, -1.529, 4.002], [-0.531, -1.573, 3.521], [0.257, -0.012, 3.811], [2.715, 0.113, 3.497], [4.297, 1.840, 2.801], [4.127, 2.854, 0.552], [2.425, 2.044, -1.031], [2.906, 0.223, -2.149], [2.810, 0.287, -4.602], [0.664, -0.088, -5.763], [-1.355, -0.621, -4.485], [-2.011, -2.558, -2.881], [-2.640, -2.500, -1.229], [-0.900, -2.751, -1.524], [-3.187, -0.275, -3.097], [-2.544, 1.046, -2.108], [-3.549, -0.232, -1.375], [-1.648, 2.008, 0.942], [-2.259, 2.338, 2.178], [-2.609, 1.444, 3.142], [-3.007, 1.726, 4.220], [-2.356, 0.121, 2.786], [-0.737, 2.470, 0.900], [-2.225, 2.389, 0.190], [-2.419, 3.315, 2.401], [-2.631, -1.543, 1.403], [-2.949, -0.369, 1.579]], "forces_ev_per_angstrom": [[4.290, 1.621, -2.499], [0.551, -0.652, -0.015], [-2.185, 0.444, -1.073], [-0.108, -0.283, 0.710], [0.939, 0.793, -0.532], [-0.232, -0.404, -0.166], [-0.107, 0.084, -0.183], [-0.044, -0.078, 0.076], [0.004, -0.101, 0.026], [0.554, 0.323, 1.031], [-1.846, -0.493, 0.797], [-0.143, -0.075, -0.588], [-0.051, 0.017, 0.154], [-0.032, -0.019, 0.023], [0.066, -0.068, 0.122], [-0.172, -0.082, 0.246], [0.673, 0.298, -0.174], [0.190, 0.291, 1.812], [-0.200, -0.602, -0.269], [-0.510, 0.164, -0.322], [-0.023, -0.057, -0.032], [-0.037, -0.009, 0.073], [-0.017, -0.003, 0.034], [0.068, 0.039, -0.062], [0.126, 0.037, 0.022], [0.019, -0.029, -0.048], [-0.042, 0.008, 0.156], [0.062, 0.062, 0.090], [0.040, 0.074, -0.056], [0.061, 0.013, -0.099], [0.030, 0.038, -0.012], [0.083, -0.006, -0.028], [-0.034, 0.024, -0.133], [-0.176, -0.029, -0.090], [-0.010, 0.030, 0.056], [-0.026, -0.011, 0.010], [0.038, -0.008, 0.019], [0.039, 0.028, 0.044], [-0.021, 0.024, -0.015], [-0.069, 0.002, 0.000], [0.041, -0.486, 0.175], [0.042, 0.130, -0.421], [-0.185, 1.195, -0.007], [0.036, -0.365, -0.212], [0.067, -1.957, -0.405], [-0.091, -0.120, -0.017], [0.086, -0.131, 0.087], [0.062, -0.169, -0.042], [-0.396, -0.611, 0.884], [-1.410, 1.107, 0.850]]}

---

[3]
{"formula": "C7H6O2S", "method": "wB97M-V/def2-TZVPD", "e_lumo_ev": [-1.2, -0.5], "de_lowest_kcal_mol": 122.0, "species": ["C", "C", "C", "C", "C", "C", "C", "O", "O", "S", "H", "H", "H", "H", "H", "H"], "coordinates": [[-1.209, 1.274, -1.392], [-0.632, -0.098, -1.607], [-1.604, 1.752, -0.155], [0.381, -0.558, -0.917], [1.399, -1.296, -0.414], [1.414, -1.485, 1.125], [-0.179, 0.575, 1.346], [2.375, -1.790, -1.007], [-1.295, 1.258, 1.091], [-0.174, -0.969, 1.964], [-1.640, 1.575, -2.261], [-1.052, -0.619, -2.335], [-2.156, 2.653, -0.091], [1.514, -2.584, 1.527], [2.117, -0.869, 1.718], [0.740, 1.182, 1.407]], "forces_ev_per_angstrom": [[0.143, -2.212, 4.497], [2.379, 3.222, 3.724], [1.725, -0.839, -2.912], [-1.559, 1.540, 0.310], [2.236, -1.688, 1.227], [-0.883, -1.313, 2.502], [1.787, 0.934, -2.187], [-0.747, 0.576, 0.151], [-1.018, 0.079, 0.183], [-0.214, -1.631, -0.007], [-1.308, 1.847, -2.010], [-1.953, -2.456, -3.208], [-0.600, 0.593, 0.263], [0.137, 1.961, -1.244], [0.285, -0.370, -1.082], [-0.409, -0.242, -0.205]]}

---

[4]
{"formula": "FH2ISi", "method": "wB97M-V/def2-TZVPD", "e_lumo_ev": -0.5, "de_lowest_kcal_mol": 47.5, "species": ["F", "Si", "I", "H", "H"], "coordinates": [[1.087, -0.757, 1.026], [-0.130, -0.238, 0.045], [-0.562, 2.052, 0.480], [-1.350, -1.026, 0.336], [0.955, -0.032, -1.887]], "forces_ev_per_angstrom": [[-1.310, 0.332, -0.882], [3.012, -0.051, -1.678], [-0.198, 0.478, 0.206], [0.331, -0.090, -0.382], [-1.836, -0.668, 2.737]]}

---

[5]
{"formula": "C3H8N2O2", "method": "wB97M-V/def2-TZVPD", "e_lumo_ev": 0.7, "smiles": "NC(=O)NCCO", "de_lowest_kcal_mol": 5.7, "species": ["N", "C", "O", "N", "C", "C", "O", "H", "H", "H", "H", "H", "H", "H", "H"], "coordinates": [[-2.331, 0.774, -0.765], [-1.018, 0.373, -0.828], [-0.609, -0.353, -1.733], [-0.191, 0.874, 0.137], [1.198, 0.451, 0.192], [1.395, -0.899, 0.877], [0.615, -1.930, 0.325], [-2.945, 0.241, -1.362], [-2.728, 1.080, 0.110], [-0.582, 1.355, 0.931], [1.776, 1.221, 0.713], [1.559, 0.404, -0.840], [1.130, -0.810, 1.941], [2.468, -1.148, 0.832], [0.263, -1.631, -0.529]], "forces_ev_per_angstrom": [[-0.081, -0.053, -0.017], [0.084, -0.033, -0.065], [-0.124, 0.180, 0.275], [-0.128, -0.035, -0.007], [0.101, -0.042, -0.075], [0.214, 0.269, 0.243], [-0.095, -0.028, -0.132], [0.062, 0.068, 0.075], [0.097, -0.026, -0.100], [0.010, -0.060, -0.117], [-0.070, -0.133, -0.055], [-0.024, -0.012, 0.134], [0.034, -0.018, -0.119], [-0.170, 0.010, -0.020], [0.090, -0.087, -0.021]]}

---

[6]
{"formula": "C21H37Cl2CrNSi4", "method": "wB97M-V/def2-TZVPD", "total_charge": 1, "spin_multiplicity": 4, "e_lumo_ev": [-3.6, -3.2], "de_lowest_kcal_mol": 0.0, "species": ["Cr", "Cl", "C", "Cl", "H", "H", "C", "C", "C", "C", "N", "C", "C", "C", "C", "C", "C", "C", "H", "H", "H", "H", "H", "H", "H", "H", "C", "Si", "C", "C", "Si", "Si", "C", "C", "C", "Si", "C", "C", "C", "H", "H", "H", "H", "H", "H", "H", "H", "H", "H", "H", "H", "H", "H", "H", "H", "H", "H", "H", "H", "H", "H", "H", "H", "H", "H", "H"], "coordinates": [[0.665, -0.267, 1.811], [1.696, -0.962, 4.042], [2.829, 0.402, 3.812], [2.620, 1.077, 2.171], [3.843, 0.033, 3.899], [2.589, 1.175, 4.532], [-1.904, -3.684, 2.157], [-3.143, -3.077, 2.328], [-3.239, -1.701, 2.351], [-2.093, -0.929, 2.197], [-0.905, -1.532, 1.983], [-0.809, -2.870, 1.981], [-2.027, 0.545, 2.290], [-3.151, 1.331, 2.522], [-3.014, 2.703, 2.651], [-1.755, 3.281, 2.557], [-0.634, 2.494, 2.313], [-0.749, 1.113, 2.164], [-1.789, -4.758, 2.146], [-4.032, -3.682, 2.455], [-4.192, -1.217, 2.503], [0.178, -3.285, 1.817], [-4.135, 0.887, 2.604], [-3.885, 3.319, 2.829], [-1.647, 4.352, 2.667], [0.330, 2.981, 2.229], [-0.577, 3.258, -1.469], [0.994, 2.256, -1.446], [1.668, 2.083, -3.177], [2.293, 3.139, -0.429], [0.539, 0.116, -0.640], [2.350, -1.278, -1.150], [2.330, -2.707, 0.076], [4.014, -0.437, -1.015], [2.199, -1.968, -2.877], [-1.335, -0.729, -1.753], [-1.452, -2.589, -1.539], [-1.200, -0.376, -3.578], [-2.884, 0.109, -1.120], [-0.350, 4.304, -1.698], [-1.099, 3.221, -0.510], [-1.261, 2.889, -2.238], [1.813, 3.072, -3.622], [0.991, 1.521, -3.820], [2.634, 1.572, -3.179], [2.534, 4.090, -0.914], [3.220, 2.565, -0.354], [1.941, 3.373, 0.577], [2.499, -2.369, 1.110], [3.129, -3.422, -0.144], [1.380, -3.245, 0.036], [4.294, -0.201, 0.012], [4.055, 0.486, -1.597], [4.775, -1.113, -1.416], [1.346, -2.645, -2.965], [3.102, -2.522, -3.148], [2.064, -1.163, -3.603], [-0.881, -3.091, -2.325], [-2.492, -2.914, -1.627], [-1.074, -2.945, -0.580], [-0.285, -0.786, -4.005], [-1.231, 0.694, -3.790], [-2.050, -0.838, -4.092], [-2.829, 0.370, -0.063], [-3.749, -0.543, -1.270], [-3.063, 1.034, -1.672]], "forces_ev_per_angstrom": [[-0.580, 0.020, -0.584], [0.317, 0.043, 0.270], [-0.008, -0.065, 0.054], [0.403, 0.184, 0.092], [0.003, -0.003, 0.046], [-0.004, -0.006, 0.017], [0.018, 0.004, -0.010], [-0.084, -0.062, 0.012], [-0.015, 0.055, -0.005], [0.050, 0.127, 0.016], [0.011, -0.193, 0.069], [-0.110, 0.067, -0.023], [0.034, -0.254, 0.051], [-0.046, 0.074, 0.037], [0.012, -0.058, -0.007], [0.041, 0.045, -0.009], [-0.099, -0.079, -0.040], [-0.008, 0.066, 0.072], [-0.022, 0.000, 0.004], [0.013, 0.003, -0.005], [-0.010, -0.043, 0.000], [-0.009, 0.023, 0.035], [0.007, 0.011, 0.006], [0.008, 0.001, -0.001], [0.005, -0.003, -0.004], [0.045, 0.010, -0.012], [-0.144, 0.115, 0.000], [-0.002, -0.073, 0.049], [0.097, -0.025, -0.168], [0.099, 0.128, 0.108], [0.088, -0.007, 0.104], [-0.053, 0.012, -0.015], [0.072, -0.114, 0.143], [0.148, 0.071, -0.036], [-0.062, -0.071, -0.134], [-0.019, 0.038, 0.154], [0.003, -0.153, -0.009], [-0.020, 0.023, -0.196], [-0.154, 0.037, 0.076], [-0.053, -0.011, -0.003], [0.019, 0.021, -0.027], [0.001, 0.015, 0.021], [0.006, -0.027, -0.011], [0.000, 0.007, -0.038], [-0.031, 0.025, -0.021], [0.026, -0.014, 0.029], [-0.007, 0.013, -0.013], [0.004, 0.027, 0.020], [-0.024, -0.027, -0.017], [-0.027, -0.005, 0.037], [0.049, -0.009, -0.042], [0.003, 0.033, 0.052], [0.013, -0.032, 0.015], [0.026, 0.038, 0.027], [0.023, 0.026, -0.023], [-0.025, 0.002, 0.000], [0.041, -0.032, -0.021], [-0.025, -0.012, 0.043], [0.025, -0.019, -0.025], [-0.036, 0.007, -0.005], [-0.008, -0.007, -0.047], [0.004, 0.001, 0.000], [0.032, 0.011, -0.020], [-0.040, -0.028, -0.091], [-0.022, 0.047, -0.010], [-0.001, 0.002, 0.017]]}

---

no.,total energy (eV)
1,-25637.683
2,-67452.530
3,-22280.268
4,-18728.185
5,-10316.705
6,-108841.013